Formula: C26H25Cl52F2N2O2S
Source: OMol25
Level of theory: wB97M-V/def2-TZVPD

Summary:
Total charge ... +1
Maximum force ... 0.100 Eh/bohr
2S+1 ... 1
Highest occupied orbital energy ... -12.09 eV
LUMO level ... -4.401 eV
Calculated total energy ... -701866.19283 eV
Frontier orbital gap ... 7.69 eV

Element x y z (Å)
1 C -1.28868 -2.65940 2.91084
2 C -2.10983 -3.34987 1.74407
3 C -1.15152 -3.75223 0.54489
4 C -1.66979 -3.29653 -0.86520
5 C -1.34220 -1.79409 -1.26305
6 C -0.70658 -0.91073 -0.12194
7 C -0.65789 0.58112 -0.65792
8 C 0.65725 1.37566 -0.27823
9 C 0.20021 2.87064 -0.18753
10 C -0.65411 3.18920 1.11302
11 F 1.24311 3.79688 -0.20087
12 C 1.45533 0.90463 1.00989
13 N 2.18940 1.93344 1.76411
14 N 2.57001 -0.01710 0.63066
15 C 2.79261 -0.00980 -0.64407
16 C 1.74597 0.93423 -1.34179
17 S 2.38618 2.12545 -2.57807
18 O 3.34773 3.10819 -2.06130
19 O 1.21625 2.69735 -3.26860
20 F 3.22057 1.21224 -3.67563
21 H -0.83943 -1.68273 2.60527
22 H -1.94248 -2.43852 3.79366
23 H -0.42797 -3.31690 3.20593
24 H -2.65344 -4.21647 2.18287
25 H -2.84500 -2.59659 1.35546
26 H -0.08541 -3.46969 0.73465
27 H -1.15539 -4.87735 0.53026
28 H -2.76756 -3.47637 -1.03404
29 H -1.14429 -3.94522 -1.61558
30 H -0.63507 -1.80268 -2.13794
31 H -2.29900 -1.31550 -1.58793
32 H -1.42815 -0.92191 0.73164
33 H 0.28641 -1.34654 0.13399
34 H -0.80898 0.51945 -1.77113
35 H -1.58584 1.08385 -0.27573
36 H -0.48472 3.04078 -1.05767
37 H -1.58932 3.74432 0.87252
38 H -0.05164 3.69822 1.89785
39 H -0.95518 2.19865 1.54427
40 H 0.80919 0.46575 1.80638
41 H 1.56152 2.47867 2.34490
42 H 2.75696 2.51381 1.14938
43 H 3.08389 -0.51520 1.36133
44 H 3.60777 -0.60720 -1.10690
45 H 1.22764 0.18385 -2.01079
46 C -4.66506 0.01549 1.85525
47 Cl -5.01697 -0.92637 3.31342
48 Cl -5.93313 1.22743 1.61151
49 Cl -3.10034 0.82818 2.04337
50 Cl -4.59696 -1.06484 0.45246
51 C 6.32904 3.54306 -0.02765
52 Cl 7.36409 3.41650 1.40564
53 Cl 5.66316 5.17992 -0.13616
54 Cl 7.27962 3.18737 -1.47650
55 Cl 4.99763 2.36959 0.09347
56 C -2.99817 3.70641 4.80023
57 Cl -3.66249 4.45549 3.33588
58 Cl -2.98659 4.89083 6.11683
59 Cl -3.99322 2.31155 5.25221
60 Cl -1.33847 3.15581 4.48238
61 C 9.37597 -0.20712 -2.34217
62 Cl 7.88667 -1.17417 -2.37196
63 Cl 9.56552 0.53161 -0.74219
64 Cl 10.76526 -1.25247 -2.68082
65 Cl 9.27826 1.06458 -3.57367
66 C -6.31809 5.20666 8.58414
67 Cl -5.05802 5.36476 9.82197
68 Cl -5.70319 4.22370 7.24064
69 Cl -7.74451 4.42365 9.28414
70 Cl -6.76142 6.81428 7.98231
71 C -4.39230 4.79352 -1.09446
72 Cl -5.49453 4.90590 -2.47581
73 Cl -4.78533 3.34931 -0.13915
74 Cl -2.72002 4.68356 -1.68377
75 Cl -4.56513 6.23525 -0.07856
76 C -0.18146 1.72624 -6.65660
77 Cl 1.43510 1.48114 -5.96989
78 Cl -0.72984 0.22600 -7.42629
79 Cl -1.31284 2.17412 -5.36453
80 Cl -0.12086 3.02197 -7.86284
81 C 5.65003 -3.49941 -0.09237
82 Cl 4.98658 -2.72878 -1.55015
83 Cl 5.64840 -2.33331 1.24952
84 Cl 4.64990 -4.89516 0.33976
85 Cl 7.30565 -4.03096 -0.41028
86 C 5.72740 1.42927 4.59641
87 Cl 5.36934 0.51284 6.06924
88 Cl 4.47436 2.65614 4.34228
89 Cl 7.30123 2.22011 4.75127
90 Cl 5.77432 0.32855 3.20091
91 C -10.81843 3.25965 6.75612
92 Cl -11.54062 3.94376 8.22376
93 Cl -10.83428 1.48952 6.85950
94 Cl -11.75221 3.77787 5.34058
95 Cl -9.14597 3.82675 6.60451
96 C 3.56015 -4.49578 -4.96067
97 Cl 2.02329 -4.78939 -5.78715
98 Cl 3.63821 -2.79691 -4.44598
99 Cl 3.67292 -5.54941 -3.53830
100 Cl 4.90446 -4.84041 -6.05974
101 C -2.98041 -6.08731 -3.89416
102 Cl -3.70331 -5.44883 -2.40375
103 Cl -2.96921 -7.85747 -3.83293
104 Cl -3.93091 -5.54925 -5.28898
105 Cl -1.31697 -5.49171 -4.05088
106 C 1.09314 -7.85620 -8.76462
107 Cl 0.36214 -7.21840 -7.27938
108 Cl 1.10485 -9.62693 -8.70279
109 Cl 0.14975 -7.31835 -10.16506
110 Cl 2.75633 -7.25716 -8.90544

---

Formula: C26H25FeN2O3S5
Source: OMol25
Level of theory: wB97M-V/def2-TZVPD

Summary:
Total charge ... -1
Maximum force ... 0.017 Eh/bohr
2S+1 ... 5
Highest occupied orbital energy (spin up / spin down) ... -4.33 / -4.32 eV
LUMO level (spin up / spin down) ... 2.585 / 2.583 eV
Calculated total energy ... -125058.98233 eV
Frontier orbital gap (spin up / spin down) ... 6.92 / 6.91 eV
Expectation value of S² ... 6.0116

Element x y z (Å)
1 Fe 0.74573 -0.34705 -0.65075
2 S 1.80154 -0.71195 -2.85466
3 C 0.44053 -0.16703 -3.81676
4 C 0.63809 0.61688 -4.96098
5 C -0.42586 1.13205 -5.67930
6 C -1.73587 0.87729 -5.28611
7 C -1.96073 0.06526 -4.18729
8 C -0.88863 -0.47106 -3.47941
9 S -1.26159 -1.48669 -2.06567
10 C -0.46792 -3.03902 -2.58435
11 C 0.72237 -3.53620 -1.79773
12 C 1.26803 -4.76553 -2.16003
13 C 2.33459 -5.26163 -1.43795
14 C 2.79435 -4.54190 -0.34719
15 C 2.17556 -3.33883 -0.03232
16 C 2.55186 -2.62255 1.23425
17 S 2.71959 -0.80739 1.10798
18 C 1.78704 -0.35800 2.55564
19 C 2.45569 0.29080 3.59022
20 C 1.80280 0.59151 4.77391
21 C 0.47789 0.19339 4.93223
22 C -0.19709 -0.42761 3.89752
23 C 0.42080 -0.67757 2.65954
24 S -0.49782 -1.33563 1.33473
25 N 1.18144 -2.84330 -0.76593
26 H 1.65630 0.85496 -5.23881
27 H -0.23350 1.75238 -6.54721
28 H -2.57245 1.29947 -5.82959
29 H -2.96842 -0.15995 -3.85942
30 H -0.19499 -2.91480 -3.63116
31 H -1.24586 -3.80321 -2.52386
32 H 0.85307 -5.31341 -2.99712
33 H 2.78970 -6.20766 -1.70517
34 H 3.60054 -4.91320 0.27241
35 H 3.49581 -3.01287 1.61317
36 H 1.76684 -2.79277 1.97007
37 H 3.49645 0.56001 3.45300
38 H 2.31877 1.11916 5.56625
39 H -0.03754 0.38185 5.86717
40 H -1.23832 -0.70667 4.00009
41 C 0.35271 3.96691 -0.79211
42 S 0.86632 2.36757 -1.42453
43 O 1.39639 2.63084 -2.73271
44 O 1.80599 1.79031 -0.44064
45 O -0.35274 1.51133 -1.37380
46 H 0.63945 4.70857 -1.53256
47 H 0.84770 4.14981 0.15734
48 H -0.72762 3.95433 -0.66571
49 N -0.34507 2.05077 1.76486
50 C -1.64553 2.19805 2.17490
51 C -1.96081 2.88624 3.35290
52 C -3.27412 2.96775 3.79151
53 C -4.30124 2.37417 3.07117
54 C -3.99250 1.70112 1.89171
55 C -2.68862 1.61905 1.43705
56 H 0.37671 2.57481 2.22533
57 H -0.15593 1.77174 0.81378
58 H -1.16010 3.33876 3.92863
59 H -3.49598 3.50780 4.70501
60 H -5.32406 2.43126 3.42167
61 H -4.78275 1.23519 1.31487
62 H -2.44702 1.09212 0.52193

---

Formula: C26H25FeN2O5S4
Source: OMol25
Level of theory: wB97M-V/def2-TZVPD

Summary:
Maximum force ... 0.015 Eh/bohr
2S+1 ... 2
Highest occupied orbital energy (spin up / spin down) ... -7.33 / -7.32 eV
LUMO level (spin up / spin down) ... -1.390 / -1.423 eV
Calculated total energy ... -118314.39047 eV
Frontier orbital gap (spin up / spin down) ... 5.94 / 5.90 eV
Expectation value of S² ... 0.8056

Element x y z (Å)
1 Fe -0.11162 -0.36334 0.79786
2 S -0.09098 1.96173 0.95634
3 C 1.08848 2.23617 2.11301
4 N 1.53586 3.44545 2.43995
5 C 2.53088 3.60457 3.49095
6 C 3.57186 2.52295 3.34328
7 N 2.90459 1.22307 3.39970
8 C 3.66119 0.12275 4.00484
9 C 5.02092 -0.00600 3.36981
10 C 6.17950 0.01739 4.13132
11 C 7.41901 -0.12829 3.52113
12 C 7.50022 -0.29269 2.14783
13 C 6.34082 -0.31744 1.38143
14 C 5.10559 -0.17528 1.98960
15 C 1.68668 1.06005 2.90297
16 S 0.77756 -0.32746 3.06476
17 C 1.04678 4.67067 1.79777
18 C 2.17021 5.38079 1.08831
19 C 2.77423 4.76596 -0.00659
20 C 3.82397 5.38635 -0.66243
21 C 4.27683 6.62810 -0.23215
22 C 3.67635 7.24640 0.85212
23 C 2.62581 6.62112 1.51255
24 H 2.05273 3.56105 4.47435
25 H 2.99236 4.58315 3.37088
26 H 4.29157 2.56314 4.16002
27 H 4.11894 2.62972 2.40327
28 H 3.08403 -0.78771 3.85658
29 H 3.73544 0.30294 5.08040
30 H 6.11589 0.14513 5.20603
31 H 8.31997 -0.11166 4.12017
32 H 8.46574 -0.40599 1.67259
33 H 6.39924 -0.45778 0.31002
34 H 4.19681 -0.20975 1.39674
35 H 0.59452 5.30406 2.56478
36 H 0.26781 4.38841 1.09419
37 H 2.40793 3.80448 -0.35038
38 H 4.28260 4.90772 -1.51752
39 H 5.09379 7.11440 -0.74875
40 H 4.02209 8.21607 1.18520
41 H 2.15106 7.10708 2.35774
42 C -0.04330 -4.50537 1.40420
43 C 0.44535 -3.14631 0.98465
44 O -0.36300 -2.21710 1.18086
45 C 1.74413 -2.98481 0.37737
46 C 2.51106 -4.13897 0.08760
47 C 3.71756 -4.06935 -0.55007
48 C 4.20246 -2.80980 -0.94593
49 C 3.50197 -1.66736 -0.68008
50 C 2.26151 -1.70263 0.01401
51 O 1.70200 -0.57199 0.28449
52 H -0.99670 -4.38645 1.91040
53 H 0.67292 -4.99525 2.06300
54 H -0.18503 -5.13854 0.52767
55 H 2.12426 -5.10813 0.36869
56 H 4.27949 -4.96758 -0.76325
57 H 5.14247 -2.74298 -1.48074
58 H 3.85607 -0.69593 -1.00136
59 O -3.06933 -1.16751 -1.13468
60 S -2.20842 -0.13979 -0.63779
61 O -0.70583 -0.46390 -0.92700
62 O -2.04136 -0.17405 0.89925
63 S -2.59989 1.65316 -1.24168

---

- Among the records above, which one has the highest calculated total energy?
  C26H25FeN2O5S4

---

- Which of these has the highest maximum force?
  C26H25Cl52F2N2O2S

---

- calculated total energy of number 2 (C26H25FeN2O3S5)?
  -125058.98233 eV